1.
{"formula": "C3H5NO3", "method": "ωB97M-V/def2-TZVPD", "max_force_ev_per_a": 4.681, "lumo_ev": [0.194, 0.194], "total_charge": 0, "relative_energy_kj_mol": 586.56, "homo_lumo_gap_ev": [10.26, 10.25], "elements": ["C", "C", "C", "N", "O", "O", "O", "H", "H", "H", "H", "H"], "positions_angstrom": [[-0.229462, 0.250876, 1.708860], [-0.176941, 0.250038, 0.415756], [0.241589, 1.205040, -0.564493], [0.519235, 0.636840, -1.740378], [0.185771, 2.391390, -0.343696], [-0.482683, -2.391800, 0.410849], [0.178278, -1.412965, -0.326335], [-0.058746, -0.702350, 2.168480], [-0.486265, 1.215896, 2.234345], [0.813973, -0.300687, -1.630370], [0.905479, 1.101703, -2.536803], [-1.410228, -2.243981, 0.203784]], "forces_ev_per_angstrom": [[-0.83, 1.18, 0.67], [1.68, -4.34, -0.49], [-1.03, 1.62, -1.60], [0.60, -0.31, -0.71], [0.11, 0.69, 0.44], [0.26, -0.12, 0.62], [-0.80, 3.27, 1.46], [-0.39, -0.27, 0.67], [0.63, -1.30, -0.45], [-0.01, -1.14, -0.51], [0.09, 0.75, 0.13], [-0.30, -0.03, -0.22]]}

---

2.
{"formula": "C7H14O3S", "method": "ωB97M-V/def2-TZVPD", "max_force_ev_per_a": 3.411, "lumo_ev": 0.738, "total_charge": 0, "relative_energy_kj_mol": 0.00, "homo_lumo_gap_ev": 10.22, "smiles": "O=S1(=O)CCCC1.CC(C)=O", "elements": ["O", "S", "O", "C", "C", "C", "C", "H", "H", "H", "H", "H", "H", "H", "H", "C", "C", "C", "O", "H", "H", "H", "H", "H", "H"], "positions_angstrom": [[-3.897824, 0.456220, 0.584822], [-2.497690, 0.792260, 0.619001], [-1.580520, 0.155944, 1.572003], [-1.696404, 0.538408, -0.936517], [-0.580119, 1.629021, -0.933851], [-1.315256, 2.958287, -0.589949], [-2.331971, 2.694201, 0.524104], [-2.413546, 0.567939, -1.756837], [-1.219268, -0.439675, -0.874994], [0.052006, 1.546674, -0.049689], [0.081031, 1.690393, -1.798267], [-1.980056, 3.023400, -1.451290], [-0.714548, 3.854356, -0.434021], [-3.289798, 3.053481, 0.147810], [-2.052582, 2.998631, 1.532741], [2.344579, -1.195107, 0.177654], [2.042464, -2.716271, 0.098237], [3.025378, -3.759333, 0.681498], [1.013940, -3.193503, -0.411812], [2.477406, -0.857052, -0.850048], [3.246931, -1.203580, 0.789028], [1.545121, -0.724192, 0.749671], [2.880143, -3.750612, 1.761740], [4.019898, -3.344702, 0.516797], [2.840685, -4.775186, 0.332168]], "forces_ev_per_angstrom": [[0.18, -0.07, 0.20], [0.88, 0.55, 0.05], [-1.17, 1.17, -0.41], [1.53, 0.01, -0.26], [-0.36, 0.91, 1.39], [-0.99, -1.11, -1.17], [0.30, -1.50, 0.32], [0.13, 0.28, -0.03], [-0.29, -0.16, -0.07], [0.33, -1.04, -0.11], [-0.43, -0.10, -0.15], [0.24, 1.10, -0.34], [0.06, -0.25, -0.14], [-0.14, -0.09, 0.87], [-0.19, 0.25, -0.14], [0.12, -2.37, 0.69], [-2.35, -2.27, -0.99], [-0.22, 1.73, 0.15], [1.80, 1.76, 0.76], [0.01, 0.37, 0.29], [0.23, 0.86, -0.32], [-0.09, 0.18, -0.42], [0.00, 0.01, 0.19], [0.32, -0.62, -0.08], [0.11, 0.38, -0.29]]}